[1]
DFT (ωB97M-V with the def2-TZVPD basis set) results for C41H38CrO3P2Si as an isolated structure at a distorted geometry.

Values from the calculation:
expectation value of S²	0.784
HOMO-LUMO gap (alpha / beta)	7.80 / 7.75	eV
energy	-3827.35898	Ha
HOMO level (alpha / beta)	-0.421 / -0.403	Eh
spin multiplicity	2
molar mass	720.78	g/mol
total charge	+1

Geometry as XYZ:
```
86
Properties=species:S:1:pos:R:3:mulliken_charge:R:1
Cr -0.6506 -0.4786 -0.7807 0.1199
C -2.2136 2.5208 -2.4437 -1.6274
Si -1.0714 1.8420 -1.1007 1.9560
C 0.6312 2.5815 -1.5094 0.3052
C 0.8116 3.9519 -1.6998 -0.8337
C 2.0317 4.4601 -2.1161 -0.8951
C 3.1039 3.6046 -2.3340 -0.9436
C 2.9537 2.2432 -2.1323 -0.3100
C 1.7162 1.7289 -1.7451 -0.8688
P 1.5264 -0.0445 -1.3898 3.0459
C 2.0841 -1.0238 -2.8117 0.9305
C 1.8770 -2.4020 -2.7132 -0.6796
C 2.2865 -3.2444 -3.7324 -0.9261
C 2.8812 -2.7158 -4.8702 -0.6998
C 3.0357 -1.3441 -4.9962 -0.7597
C 2.6383 -0.4958 -3.9729 -0.8026
C 2.8073 -0.2876 -0.1066 0.6555
C 2.9451 0.6992 0.8713 -0.2611
C 3.8817 0.5573 1.8807 -0.6919
C 4.6747 -0.5804 1.9375 -0.8313
C 4.5364 -1.5682 0.9755 -0.7367
C 3.6098 -1.4235 -0.0478 -0.6536
C -1.8751 2.2898 0.5730 -0.0349
C -2.7660 3.3586 0.6802 -0.7312
C -3.4362 3.6154 1.8665 -0.8873
C -3.2228 2.8094 2.9771 -1.0084
C -2.3336 1.7502 2.8998 -0.2865
C -1.6782 1.4768 1.6992 -0.2707
P -0.4969 0.0985 1.5504 2.1137
C -1.3362 -1.4735 1.9471 0.8359
C -0.6179 -2.6243 1.6051 -0.4166
C -1.1882 -3.8769 1.7642 -0.9130
C -2.4757 -3.9869 2.2630 -0.8656
C -3.1867 -2.8497 2.6242 -0.6738
C -2.6236 -1.5940 2.4603 -0.9977
C 0.5686 0.3151 3.0246 0.6944
C 1.1336 -0.7801 3.6729 -0.7612
C 1.9320 -0.5901 4.7891 -0.7083
C 2.1738 0.6886 5.2697 -0.6180
C 1.6216 1.7835 4.6211 -0.8554
C 0.8342 1.6004 3.4961 -0.3783
H -2.1074 3.6055 -2.5183 0.5220
H -1.9490 2.0992 -3.4142 0.3562
H -3.2616 2.2992 -2.2377 0.3796
H -0.0135 4.6294 -1.5086 0.4088
H 2.1506 5.5259 -2.2628 0.4498
H 4.0615 4.0000 -2.6466 0.4474
H 3.8004 1.5772 -2.2494 0.6273
H 1.3641 -2.8097 -1.8489 0.3832
H 2.1297 -4.3118 -3.6474 0.4548
H 3.2094 -3.3732 -5.6642 0.4068
H 3.4635 -0.9285 -5.8992 0.4376
H 2.7439 0.5737 -4.0904 0.4535
H 2.3314 1.5923 0.8194 0.2745
H 3.9860 1.3337 2.6272 0.4889
H 5.4028 -0.6903 2.7306 0.4266
H 5.1587 -2.4530 1.0106 0.4786
H 3.5227 -2.1866 -0.8101 0.3990
H -2.9370 4.0040 -0.1736 0.4086
H -4.1213 4.4511 1.9291 0.4345
H -3.7410 3.0123 3.9053 0.4413
H -2.1367 1.1462 3.7776 0.6359
H 0.3958 -2.5345 1.2188 0.4371
H -0.6316 -4.7608 1.4832 0.4450
H -2.9325 -4.9626 2.3659 0.4091
H -4.1846 -2.9363 3.0349 0.4538
H -3.1800 -0.7081 2.7361 0.3761
H 0.9398 -1.7853 3.3249 0.4344
H 2.3629 -1.4435 5.2964 0.4673
H 2.7877 0.8281 6.1498 0.4167
H 1.8012 2.7829 4.9960 0.4280
H 0.4162 2.4631 2.9925 0.4480
C -3.9945 -0.6181 -2.8760 -1.5684
C -3.3136 -1.4133 -1.7793 1.5735
C -4.1032 -2.6580 -1.3764 -1.3198
O -3.0392 -0.5622 -0.6163 -0.3767
C -1.8220 -1.6722 -2.0627 0.2248
O -1.2350 -2.5563 -1.4014 -0.5749
O -1.1974 -0.7698 -2.7162 -0.7772
H -4.9320 -0.1940 -2.5093 0.4210
H -4.2196 -1.2731 -3.7181 0.4403
H -3.3443 0.1759 -3.2269 0.2211
H -5.0206 -2.7398 -1.9569 0.4117
H -4.3602 -2.6078 -0.3193 0.2584
H -3.5132 -3.5607 -1.5273 0.3022
H -3.8610 -0.1815 -0.2868 0.4043
```


[2]
DFT (ωB97M-V with the def2-TZVPD basis set) results for C23H16BrIN3O3SY as an isolated structure.

Values from the calculation:
HOMO-LUMO gap	8.20	eV
energy	-4583.91557	Ha
HOMO level	-0.543	Eh
energy relative to the best compared isomer or geometry (same formula, charge and spin)	5.6	kcal per mole
spin multiplicity	1
molar mass	710.18	g/mol
total charge	+2

Geometry as XYZ:
```
49
Properties=species:S:1:pos:R:3:mulliken_charge:R:1
Y 0.0622 -0.1016 -0.5587 1.2273
C -1.0030 4.0509 -2.2060 -0.9165
C -0.0328 4.3067 -3.1596 -0.4402
C 0.9806 3.3832 -3.3718 -0.8877
C 1.0157 2.2263 -2.6139 0.8027
N 0.0716 1.9818 -1.6869 -0.1883
C -0.9220 2.8690 -1.4967 -0.1159
C 2.0982 1.1949 -2.7519 0.7909
C 3.2200 1.4104 -3.5278 -0.9053
C 4.2036 0.4337 -3.5974 -0.4467
C 4.0438 -0.7389 -2.8848 -1.0589
C 2.8981 -0.8862 -2.1254 0.1032
N 1.9393 0.0457 -2.0496 0.2466
H -1.8127 4.7410 -2.0192 0.4423
H -0.0610 5.2179 -3.7420 0.4680
H 1.7283 3.5759 -4.1255 0.3671
H -1.6600 2.6120 -0.7459 0.6309
H 3.3474 2.3343 -4.0705 0.3376
H 5.0878 0.5979 -4.1986 0.4674
H 4.7837 -1.5252 -2.9064 0.4391
H 2.7453 -1.7763 -1.5341 0.3254
Br 0.7116 -3.2544 -0.5442 -0.0038
C -1.0982 -3.6878 -0.1664 0.5391
C -1.3811 -4.5672 0.8639 -0.4647
C -2.7040 -4.8427 1.1703 -0.6106
C -3.7360 -4.2379 0.4672 -0.6055
C -3.4582 -3.3563 -0.5647 -0.5710
C -2.1328 -3.0910 -0.8757 0.1762
I -1.7187 -1.8262 -2.4912 0.2035
H -0.5746 -5.0269 1.4181 0.4496
H -2.9270 -5.5363 1.9691 0.4281
H -4.7656 -4.4512 0.7179 0.4297
H -4.2612 -2.8862 -1.1135 0.4531
O 1.6211 -0.4085 1.1428 -0.5721
C 0.6447 -0.5029 1.9285 0.7304
N -0.4648 -1.1487 1.4853 -0.1158
S -1.7440 -0.2465 1.9224 0.9954
O -2.9398 -0.9312 2.2402 -0.5756
O -1.7934 0.6716 0.7273 -0.5999
C -0.9463 0.5781 3.2632 0.2609
C -1.4672 1.3587 4.2683 -0.7220
C -0.5564 1.8795 5.1873 -0.5388
C 0.8073 1.6351 5.0718 -0.5603
C 1.3181 0.8570 4.0356 -0.6822
C 0.4174 0.3131 3.1422 0.3952
H -2.5278 1.5535 4.3495 0.4953
H -0.9196 2.4852 6.0061 0.4334
H 1.4838 2.0535 5.8042 0.4233
H 2.3784 0.6634 3.9473 0.5197
```


[3]
DFT (ωB97M-V with the def2-TZVPD basis set) results for C3H4BrNO as an isolated structure at a distorted geometry.

Values from the calculation:
HOMO-LUMO gap (alpha / beta)	8.48 / 8.48	eV
energy	-2820.62968	Ha
HOMO level (alpha / beta)	-0.361 / -0.361	Eh
energy relative to the best compared isomer or geometry (same formula, charge and spin)	52.5	kcal per mole
spin multiplicity	1
molar mass	149.98	g/mol
total charge	0

Geometry as XYZ:
```
10
Properties=species:S:1:pos:R:3:mulliken_charge:R:1
C -1.4143 1.4202 0.3442 0.3916
C 1.5245 -0.5912 -0.2314 -0.6652
C -0.6331 0.3399 -0.0570 -0.1691
N -2.1906 2.2191 0.6406 -0.3274
O 0.6072 0.2561 0.3182 -0.2415
Br -1.9951 -1.2511 1.2399 -0.2732
H 2.4369 0.0216 -0.3411 0.2631
H 1.3171 -0.8518 -1.2303 0.3644
H 1.5077 -1.5338 0.3714 0.2801
H -1.1604 -0.0288 -1.0545 0.3772
```


[4]
DFT (ωB97M-V with the def2-TZVPD basis set) results for a 2-piece molecular cluster, C2H6O2S2 overall at a distorted geometry.

Values from the calculation:
HOMO-LUMO gap	8.83	eV
energy	-1026.64549	Ha
HOMO level	-0.307	Eh
energy relative to the best compared isomer or geometry (same formula, charge and spin)	10.7	kcal per mole
spin multiplicity	1
structure (SMILES)	O=CO.CSS
molar mass	126.20	g/mol
total charge	0

Geometry as XYZ:
```
12
Properties=species:S:1:pos:R:3:mulliken_charge:R:1
C -1.3789 -0.2068 1.9265 -0.8111
S -2.2249 1.2281 1.2091 -0.0311
S -1.0535 2.7242 2.0848 -0.2064
H -1.6826 -1.0608 1.3401 0.2855
H -1.5478 -0.2927 2.9967 0.3145
H -0.3068 -0.0298 1.8092 0.2968
H -1.2166 3.5753 1.0634 0.1528
O 1.2704 -0.7728 -3.5798 -0.4697
C 1.8761 -0.7812 -2.5466 0.2354
O 2.0209 -1.8664 -1.7744 -0.4125
H 2.3910 0.0946 -2.1553 0.3186
H 1.8527 -2.6116 -2.3737 0.3271
```


[5]
DFT (ωB97M-V with the def2-TZVPD basis set) results for C8H7BCl3CoF2NO2 as an isolated structure at a distorted geometry.

Values from the calculation:
expectation value of S²	3.759
HOMO-LUMO gap (alpha / beta)	8.19 / 8.13	eV
energy	-3502.35012	Ha
HOMO level (alpha / beta)	-0.293 / -0.299	Eh
spin multiplicity	4
molar mass	363.25	g/mol
total charge	0

Geometry as XYZ:
```
25
Properties=species:S:1:pos:R:3:mulliken_charge:R:1
Co -0.0374 -0.9387 -0.1364 0.2889
Cl 0.6278 4.7047 -4.2526 -0.2259
C 0.1583 3.5331 -3.0540 0.5255
C 0.9928 2.4779 -2.7844 -0.9741
C 0.5278 1.5384 -1.8880 0.9013
Cl 1.5374 0.1349 -1.5309 -0.1755
C -0.6958 1.5816 -1.2374 0.2626
O -1.0922 0.6398 -0.4014 -0.8701
C -1.4752 2.7049 -1.5297 0.3525
Cl -3.0041 2.8845 -0.7243 -0.1940
C -1.0667 3.6604 -2.4303 -0.7568
H 1.9392 2.3686 -3.2917 0.4392
H -1.7108 4.4918 -2.6680 0.4317
C 1.2889 -1.8399 4.0273 -1.0734
C 0.6471 -1.9763 2.6723 0.9554
N -0.1897 -2.9996 2.5059 -0.2591
O 0.8802 -1.1456 1.7617 -0.6433
H 1.1079 -2.6965 4.6688 0.3467
H 0.8783 -0.9501 4.4994 0.2808
H 2.3620 -1.7040 3.9040 0.2948
H -0.3365 -3.6573 3.2492 0.2037
H -0.6456 -3.1351 1.6205 -0.0137
F -2.0147 -3.1730 -0.8123 -0.2252
B -0.7470 -2.7852 -0.8555 0.3849
F 0.0680 -3.7190 -1.3121 -0.2570
```


[6]
DFT (ωB97M-V with the def2-TZVPD basis set) results for an isolated molecule of C4H9N3O2.

Values from the calculation:
HOMO-LUMO gap	9.96	eV
energy	-472.59333	Ha
HOMO level	-0.335	Eh
energy relative to the best compared isomer or geometry (same formula, charge and spin)	0.2	kcal per mole
spin multiplicity	1
structure (SMILES)	[H]/N=C(\N)N(C)C(=O)OC
molar mass	131.14	g/mol
total charge	0

Geometry as XYZ:
```
18
Properties=species:S:1:pos:R:3:mulliken_charge:R:1
C 3.0166 -0.1307 -0.0174 -0.6558
C -0.5682 1.7569 0.0653 -0.9611
N -0.4997 0.3048 0.0305 0.1004
C 0.6904 -0.3495 -0.0192 0.9126
C -1.7544 -0.3369 -0.0108 0.3463
N -1.7660 -1.6855 0.1693 -0.3876
O 1.7429 0.4937 0.0333 -0.3789
N -2.7633 0.4210 -0.1505 -0.6771
O 0.8405 -1.5515 -0.1040 -0.7151
H -0.8910 -2.1847 0.0807 0.2511
H -2.6163 -2.1735 -0.0542 0.2046
H -3.6476 -0.0741 -0.1604 0.1916
H 3.1271 -0.8421 0.8033 0.2849
H 3.1451 -0.6619 -0.9626 0.2901
H 3.7437 0.6722 0.0713 0.2229
H -1.1913 2.0977 -0.7598 0.3257
H -1.0386 2.0714 0.9963 0.3050
H 0.4299 2.1724 -0.0109 0.3404
```